10
Properties=species:S:1:pos:R:3:forces:R:3 method="wB97M-V/def2-TZVPD" charge=0 total_energy_ha=-284.30287 lumo_ev=0.93 smiles="CO/C=N/O" e_above_lowest_kcal_mol=103.22
C -1.94817 -0.58905 0.02966 -1.2 4.4 -3.1
O -1.12021 0.71958 -0.00113 -7.7 -2.1 -0.2
C 0.09529 0.63206 0.01157 8.3 -2.6 -1.0
N 0.83014 -0.43171 -0.19939 -1.0 0.1 1.1
O 2.20709 -0.11016 0.06932 0.7 -1.1 0.0
H -2.84829 -0.51604 -0.64291 1.7 0.2 -0.2
H -1.50790 -1.48646 0.05569 2.8 -2.9 -1.2
H -2.42588 -0.63667 0.89465 -1.8 0.9 4.5
H 0.69368 1.50778 0.05475 0.0 1.4 0.6
H 2.69969 -0.98015 0.24069 -1.7 1.7 -0.6